Record 1
Here is 2 unconnected molecules or ions with the total composition C5H12O from the Open Molecules 2025 dataset. Energies are from ωB97M-V/def2-TZVPD.

* highest occupied orbital energy: -9.95 eV
* structure (SMILES): CC=O.CCC
* electronic energy: -272.9066 Ha

Positions of all 18 atoms, in Å:
H -2.557 1.225 2.444
H 3.199 -1.597 -1.742
H 0.015 1.092 -1.105
H -2.603 2.625 1.260
C 1.835 -2.028 -0.190
C 2.838 -2.480 -1.203
H 3.676 -2.940 -0.682
H -0.421 1.491 1.316
H 1.101 -1.249 -0.473
C -0.814 1.592 -0.607
C -2.488 1.550 1.416
O 1.877 -2.362 0.966
H 2.468 -3.152 -1.958
H -3.387 1.165 0.935
H -0.641 2.667 -0.636
H -1.212 -0.057 0.816
C -1.238 1.014 0.750
H -1.650 1.446 -1.306

Atoms 1-3, force components in eV/Å:
H 0.158 0.319 0.393
H -0.006 -0.037 0.031
H 0.271 -0.097 0.457

Record 2
Here is 3 unconnected molecules or ions with the total composition C4H15N2O2 from the Open Molecules 2025 dataset. Energies are from ωB97M-V/def2-TZVPD.

* net charge: +1
* highest occupied orbital energy: -13.43 eV
* electronic energy: -421.0064 Ha

Positions of all 23 atoms, in Å:
N -1.611 0.202 0.768
C 0.290 -0.689 -0.674
H 2.166 -1.303 -0.073
C 2.153 0.964 0.166
H -1.770 -0.285 -1.220
H -0.446 -2.649 0.642
H 1.539 1.898 0.340
H 1.242 -0.599 1.343
H -3.734 1.231 0.297
C 1.496 -0.437 0.241
O -3.710 1.331 -0.665
H 2.850 0.942 1.026
H -4.537 1.680 -0.982
H -1.649 -0.756 1.142
H -0.642 -3.499 1.742
C -0.960 0.136 -0.544
O -0.818 -2.570 1.491
H 3.892 1.171 -1.078
H 2.514 1.099 -1.869
H -1.014 0.780 1.459
H -0.685 1.152 -0.837
H 0.525 -1.117 -1.678
N 2.911 1.317 -1.036

Atoms 1-3, force components in eV/Å:
N 2.180 0.741 1.679
C 1.414 4.100 0.327
H 0.004 1.564 0.719

Record 3
Here is 20 unconnected molecules or ions with the total composition C80H220N20O20 from the Open Molecules 2025 dataset. Energies are from ωB97M-V/def2-TZVPD.

* highest occupied orbital energy: -7.90 eV
* electronic energy: -5779.3980 Ha

Positions of all 340 atoms, in Å:
H 0.024 -2.868 -4.819
H -0.361 5.991 -2.250
H 7.330 1.262 0.707
O 4.455 -4.085 0.602
H -2.991 8.341 -0.859
H 1.307 4.750 1.257
H -4.227 9.193 -6.652
H -0.429 3.970 -0.774
H 1.130 1.217 -4.507
H 0.680 5.510 -7.718
C 5.490 6.135 6.367
H -3.166 3.921 -1.468
H -5.266 -2.504 0.461
H -4.304 5.195 -4.502
H -1.034 -3.441 4.173
H -1.536 -1.230 0.481
H 4.089 -2.748 5.889
H 4.022 3.744 6.317
H 1.702 0.691 -8.050
H 4.499 1.402 -2.561
C -1.722 2.721 2.930
H -2.623 6.061 -0.279
C 0.996 -6.437 5.693
H 2.766 -2.568 5.257
H 5.184 -6.405 -5.131
C -7.108 -4.717 -2.266
H -1.595 -5.016 5.820
H 2.698 1.818 2.642
H 1.821 -2.574 7.154
N -0.324 2.966 2.577
H -1.875 -6.349 -5.993
H 6.552 3.745 4.522
H 1.845 -0.449 -5.913
H -7.867 -5.325 -0.572
H 2.333 3.955 -6.392
H 1.978 -3.607 10.288
H 1.744 -2.453 -2.657
H -1.668 8.295 -2.013
H 2.942 -1.799 3.358
H -2.652 5.559 -4.772
C -0.672 -7.557 0.419
C -1.540 -4.629 -3.847
H 3.626 -4.131 2.514
H -2.563 1.163 -5.391
H 0.036 0.012 -3.157
H 8.069 4.385 3.825
H -2.643 6.946 -6.746
C 2.217 -4.501 -2.420
C 2.552 0.935 -7.413
H 2.885 -3.108 8.850
H -6.771 -2.525 -2.509
H 4.320 -1.978 1.035
H -2.735 1.749 1.326
H 0.061 7.519 -0.090
C -4.863 -2.286 -0.528
C 3.984 -6.111 1.961
O 4.513 5.666 5.458
H -3.376 3.973 2.676
H 0.251 -2.312 6.836
C -2.834 -5.658 -0.841
N -1.393 1.679 -7.482
N 2.607 -6.255 1.411
H -5.812 8.870 -6.242
O 0.583 6.399 -3.745
H 6.034 6.960 5.907
H 5.208 -0.258 6.633
H 4.674 -7.375 -3.807
H -0.527 -8.540 5.441
O 3.763 -0.033 2.696
H 1.981 0.601 3.654
H 1.506 2.168 -2.153
H -3.565 -3.148 3.362
N -1.103 5.660 -1.651
H -0.680 -3.835 6.361
H 0.350 3.993 -7.541
H 0.696 -8.186 2.103
H 4.155 -5.201 -1.770
C 0.675 5.036 -5.768
H -0.163 -1.632 12.624
H -0.085 -0.817 2.311
H -0.267 2.412 -0.879
H -3.962 -0.637 2.572
H -5.180 -0.160 3.608
H -3.237 3.914 -4.879
H -2.705 -6.611 -1.355
C 3.390 -5.495 -2.489
H 1.807 0.522 1.938
H 1.210 3.606 6.022
H 4.792 3.459 2.689
C -4.039 3.301 -1.263
C 4.954 -2.735 0.574
O -0.034 -2.269 10.673
H -6.596 2.909 -0.726
H 1.189 2.842 4.581
C -1.037 -7.579 5.503
H -5.249 8.733 -7.953
H -3.685 6.803 -8.215
H -3.729 2.269 -1.428
C -6.385 2.686 -1.772
C 2.529 0.744 2.723
O -1.648 -5.334 -0.078
N -0.107 3.176 -0.238
C 0.066 -1.206 11.647
H 1.853 2.497 0.189
C -0.142 -8.518 1.490
H 4.063 -6.470 2.988
H 4.827 5.473 1.518
C 3.472 0.591 -4.990
O -4.304 -0.056 -5.914
H 2.931 3.252 -2.002
O -0.519 -1.386 5.760
C -2.487 1.496 2.357
C 3.612 4.698 5.984
H -0.005 -9.527 1.102
H -7.308 -0.476 -1.571
C 7.032 4.120 3.619
H -0.817 -3.372 -0.040
C 4.920 -6.994 1.123
H -6.930 0.512 -0.182
H 0.931 -0.094 -0.934
C -8.460 -4.618 -3.020
H 6.645 5.111 3.384
H -7.119 -3.040 -0.873
C 0.285 6.435 -5.172
C 2.631 -3.080 -2.748
H -0.549 -5.760 1.583
C 1.996 -3.633 9.198
N -5.554 5.004 -2.152
H 1.171 -3.717 -0.941
H 5.923 -2.587 1.052
H 0.913 -1.122 9.365
C -0.955 -5.779 -6.127
H 3.380 0.311 -7.749
C -7.192 0.555 -1.239
H -5.815 5.170 -1.191
H 0.138 0.735 0.361
H 3.216 -6.507 -2.123
C -0.270 -0.004 5.962
H -3.868 -3.495 -3.720
C 4.913 -6.347 -4.077
H 4.608 -0.322 -2.503
H 6.250 0.208 1.567
O -0.244 -6.529 4.973
H 1.402 3.951 -2.440
O -1.809 -3.385 -3.226
H -0.919 -5.446 -7.164
H 3.441 -2.703 -2.122
C 3.858 5.762 1.111
H 5.947 -6.838 1.451
C -0.903 0.049 -2.604
C -5.214 3.605 -2.209
H 3.038 5.136 6.801
H -2.852 4.224 -8.352
C 2.657 4.248 4.793
H -3.877 -4.094 4.890
H -1.794 -3.817 -5.923
O 3.216 4.667 0.489
C 3.826 -1.196 3.563
N -0.392 -2.610 -0.549
N 0.523 -7.242 -0.359
C 5.354 2.066 1.060
C 4.386 -4.634 1.917
C -3.141 -3.758 4.160
H -4.677 5.505 -2.168
H -0.765 -1.417 8.922
H -2.191 -1.203 4.424
N 0.892 -2.947 7.288
H -4.696 4.854 -6.851
H 4.264 -0.106 -5.262
H 4.024 -4.968 5.288
H -3.693 1.903 -6.380
N 1.794 3.191 5.310
H 3.607 -6.401 6.346
N 1.197 1.450 -5.488
C -3.651 5.107 -6.667
H 1.109 -0.908 11.754
N -2.682 4.250 -7.357
H -1.743 4.604 -7.242
C -2.347 0.562 -7.361
H 5.633 0.476 5.107
H 1.075 5.170 3.437
C -5.032 8.504 -6.910
C 3.251 -5.504 5.839
O -0.916 0.591 -1.331
H 1.580 7.204 -2.145
O -6.217 1.275 -1.964
H 6.299 5.448 6.617
H -1.007 0.454 6.620
H 5.965 3.799 0.428
C -4.485 0.267 2.886
H -5.160 -1.266 -0.769
C 1.558 5.306 4.404
H -4.814 8.340 -2.385
H -4.897 3.430 -3.237
O -3.256 7.048 -2.585
C -1.822 6.598 -0.787
H 4.708 -8.060 1.196
C 1.464 7.360 -3.218
H 1.461 -4.892 -3.101
H -3.758 -5.619 -0.263
H -1.332 -7.471 6.547
H 2.052 6.263 4.240
H 0.766 -4.494 4.120
N 1.851 -4.460 -1.013
C 6.283 0.970 0.788
H -1.798 2.731 4.017
C -3.054 -2.774 -3.655
C -2.472 7.704 -1.574
H 3.288 6.267 1.891
N 0.174 -3.708 -5.359
H -0.103 -6.421 -5.903
O 3.911 -5.407 -3.862
C -1.460 -0.669 -7.187
O -4.712 7.185 -6.461
H -0.312 0.574 5.039
H 0.294 4.224 -5.149
C -6.602 -3.326 -1.789
C 1.380 3.328 -0.336
H -8.410 -3.969 -3.894
H -0.774 6.575 -5.387
H 1.529 5.540 -0.282
C -3.591 6.590 -7.150
H -8.704 -5.623 -3.363
C 3.894 0.496 -2.605
H 1.091 8.380 -3.310
H 4.972 6.557 7.228
C 0.648 -3.149 8.683
H 2.623 -5.907 0.463
C -1.316 -6.256 0.987
H 3.146 -0.180 5.283
N 1.608 -4.290 4.640
H 3.421 0.410 -1.626
H -3.347 -1.986 -2.961
H 2.975 -3.085 -3.782
H 0.752 7.314 -5.616
H 2.050 -5.600 1.941
C -0.475 -1.392 0.291
H -1.768 5.346 -2.343
C -4.191 7.906 -3.167
H 2.298 -6.138 4.041
C -4.916 0.284 -4.665
H 4.059 6.428 0.272
H 3.943 1.571 -5.069
O -3.593 1.273 3.315
C 0.130 -1.880 9.337
H 2.248 -4.678 9.019
H -3.702 8.694 -3.741
H -8.187 0.997 -1.305
H 4.502 3.455 -0.072
N 0.114 4.894 -7.152
H -3.776 -2.311 -0.446
C -0.013 -0.037 -0.393
C 5.307 -0.457 5.566
H -7.234 3.051 -2.351
N 5.431 3.062 -0.009
H 1.300 -7.050 0.257
O 2.972 0.406 -3.644
H -5.132 0.712 2.130
H 2.495 5.752 -6.470
H 2.428 7.168 -3.689
H -0.155 3.961 2.617
H -1.430 7.867 0.813
C -0.874 7.097 0.278
C -1.079 -4.417 -5.361
H -2.901 0.618 -8.298
H -1.892 -7.586 4.827
H 2.599 4.874 -4.882
N -1.603 -4.021 5.996
H -4.387 3.388 -0.234
H -0.807 -8.717 2.331
H 1.232 -1.584 1.503
H -1.047 -0.748 -6.181
H -0.616 1.573 -6.845
H -1.258 -8.077 -0.339
H -3.032 -4.903 -1.601
H 0.692 0.177 6.441
H -4.824 7.350 -3.859
C 2.019 -5.620 4.958
H -4.239 0.203 -3.814
O -5.251 -3.327 -1.429
H -0.084 -3.943 8.830
C 5.530 2.693 2.452
H -2.086 -6.533 1.707
H 1.295 -3.914 5.524
H -1.998 -1.617 -7.208
C 1.816 4.662 0.297
H -3.001 -2.321 -4.645
H -0.710 -2.546 -1.506
H 0.877 5.615 5.198
H 6.041 0.500 -0.165
H 2.811 1.983 -7.565
H -1.898 4.910 2.840
H -6.440 -5.007 -3.078
C 0.146 -1.604 1.593
O 6.791 3.243 2.523
C 3.908 -0.920 5.038
H -6.294 -5.638 -0.734
H -1.882 2.492 -7.136
H 1.341 -7.451 5.898
H -1.591 0.632 -3.216
H 2.629 -4.098 -0.480
N -7.185 -5.718 -1.204
H 0.391 -6.405 -0.909
H 4.707 -1.746 3.232
H -3.009 -4.734 3.691
H -0.272 2.849 1.576
C 1.856 3.155 -1.850
H -0.502 -0.306 11.410
H -0.124 -2.563 2.036
H 4.763 -6.793 0.063
C -1.883 -3.250 4.829
H 0.725 -6.119 6.699
H -1.246 -0.984 -2.650
H -5.236 1.324 -4.610
H 5.850 -5.995 -3.646
H 5.444 1.904 3.199
H 3.178 3.866 3.914
H 0.792 -4.274 -4.795
H -1.820 0.647 2.508
N 3.393 -2.019 5.826
C 2.158 4.901 -5.879
H 1.692 2.330 -5.486
H 3.008 -4.937 6.737
C -3.265 0.920 -6.189
C -2.324 4.013 2.391
H 6.118 -1.168 5.407
H -9.306 -4.357 -2.383
H -2.269 4.075 1.304
H -0.605 6.270 0.935
H -0.783 -5.195 -3.305
H 5.364 -4.486 2.374
H -5.770 -0.391 -4.601
H -2.469 -5.198 -3.865
C -3.467 4.943 -5.153
H 5.006 -2.328 -0.435
H -2.631 -1.591 6.055
C 2.236 0.568 -5.963
C -1.882 -1.791 5.289
H -0.627 -0.663 -7.890
H 4.358 1.623 1.042

Atoms 1-3, force components in eV/Å:
H 0.154 0.381 0.094
H 0.099 0.779 0.343
H 0.005 0.372 0.046

Record 4
Here is 9 unconnected molecules or ions with the total composition C32H50Cl4O21 from the Open Molecules 2025 dataset. Energies are from ωB97M-V/def2-TZVPD.

* highest occupied orbital energy: -10.29 eV
* structure (SMILES): C[C@H]1COC(=O)O1.C[C@H]1COC(=O)O1.C[C@H]1COC(=O)O1.C[C@H]1COC(=O)O1.C[C@H]1COC(=O)O1.C[C@H]1COC(=O)O1.C[C@H]1COC(=O)O1.ClCCCl.ClCCCl
* electronic energy: -4670.0413 Ha

Positions of all 107 atoms, in Å:
H -8.724 5.414 -4.307
H 12.156 -4.028 -3.560
H 3.110 -6.763 9.931
C 5.995 5.590 6.034
H 1.603 -5.974 9.406
C -1.414 -2.645 -8.171
H 9.516 -1.838 -2.849
C -7.721 3.790 -5.606
H 0.835 -4.042 -8.269
H 5.514 7.626 6.191
C -1.266 -4.012 -7.582
C -5.370 -6.431 1.553
H -2.018 2.846 6.120
H 6.808 5.490 6.752
C -5.537 -7.813 2.197
Cl 4.642 5.219 7.103
O -7.065 -5.337 -1.360
C -3.298 -3.822 -8.623
C -8.875 4.507 -4.892
H -8.157 2.914 -6.089
C -4.151 3.202 6.026
C 0.418 7.642 -0.215
H 1.458 7.367 -0.387
O -1.181 9.814 1.879
O 11.495 -1.279 -5.316
O 1.459 -6.598 5.090
O 10.223 -0.177 -3.902
C -5.999 2.022 6.201
C 2.907 0.441 -1.411
O -1.025 9.301 -0.315
O -2.751 -2.617 -8.712
H -0.094 -7.684 8.701
C 12.403 -2.994 -3.802
C -6.922 4.502 -6.606
H 6.164 4.890 5.215
H 2.799 1.431 -1.853
C 0.658 -8.207 8.110
H -0.309 -4.886 -9.200
C 10.912 -0.112 -5.033
H 0.365 -5.585 -7.634
H -3.466 1.429 4.978
C 5.956 6.908 5.500
C 10.415 -1.398 -3.282
O -4.903 -5.585 -0.618
C 2.094 -6.932 9.573
H -4.648 -8.199 2.696
H 1.703 9.487 -2.310
O 10.942 0.838 -5.820
O -4.492 -4.215 -9.015
H -0.831 -2.458 -9.073
H -1.160 -3.906 -6.503
C -0.018 -4.713 -8.164
C -0.008 8.727 -1.083
H -1.282 -1.808 -7.486
H 1.765 -7.537 10.418
H -0.413 8.269 -1.985
H 1.772 9.857 -0.702
H -4.333 4.253 5.801
H -5.245 -5.736 2.384
H -6.329 -7.979 2.926
C 2.055 -7.770 8.348
Cl 2.602 -0.714 -2.684
C -4.242 -6.082 0.581
O 0.394 -7.768 6.826
O -6.511 -6.181 0.714
H -3.595 -5.240 0.826
H 0.526 -9.286 8.188
H 2.764 -8.597 8.329
C -4.234 2.179 4.787
C 11.136 -2.294 -4.344
Cl 2.299 1.083 1.257
H -0.221 6.759 -0.208
C 1.030 9.751 -1.494
H -9.778 4.554 -5.500
C 2.009 0.184 -0.219
O 2.358 -7.163 7.156
H 13.266 -2.888 -4.459
H 1.928 -0.892 -0.064
O -6.779 3.432 -4.622
H 1.014 0.488 -0.544
O -2.511 -4.663 -7.928
H -2.572 3.909 7.410
C -0.746 9.137 0.928
H -5.821 -8.459 1.366
C -5.577 3.838 -4.929
C 1.384 -7.101 6.220
H -3.699 -7.023 0.501
O 0.195 8.246 1.027
H 5.339 6.808 4.607
C -6.202 -5.691 -0.505
O -4.593 3.722 -4.278
H -2.802 2.147 7.494
H -4.101 2.452 3.740
C -2.822 3.016 6.836
O -7.070 1.703 6.592
H -9.352 3.910 -4.114
O -5.148 2.779 6.889
H 0.611 10.679 -1.884
H 11.127 -1.353 -2.458
O -5.532 1.612 5.059
O -5.649 4.457 -6.084
H 12.795 -2.464 -2.934
Cl 7.566 7.453 5.025
H 3.963 0.401 -1.142
H 10.407 -2.922 -4.856
H -6.862 3.976 -7.559
H -7.427 5.407 -6.945

Atoms 1-3, force components in eV/Å:
H 0.636 0.405 -0.794
H 0.395 0.032 0.010
H 0.303 0.504 -0.519

Values of relative energy (zero: lowest compared OMol25 entry of this formula, charge and spin), in order: 110.41; 491.11; 486.67; 524.80, all in kJ/mol.